No. 1
Computed, not measured: an isolated ion of composition C60H68N5O2 and charge +1 at a distorted geometry, with ωB97M-V/def2-TZVPD.

Computed properties:
Energy above the lowest of the compared OMol25 structures with the same formula, charge and spin: 0.000 eV
LUMO level: -3.22 eV
Total charge: +1

Each line ends with the Mulliken charge.
CARTESIAN COORDINATES (ANGSTROEM)
O  -6.174  -2.026  2.009  -0.6148
O  -5.553  -3.544  0.539  -0.6112
N  1.428  -0.187  0.011  2.0389
N  1.367  2.339  -4.327  0.2968
N  2.065  -1.058  0.891  -1.3126
N  -0.132  -1.031  1.331  2.1553
N  -5.563  -2.363  0.967  1.1925
C  -2.991  1.635  -3.309  -0.3202
C  2.326  2.146  -5.398  -1.0146
C  -1.244  0.504  3.827  1.7823
C  1.462  4.813  -4.191  -1.3787
C  3.265  2.696  -1.528  0.1011
C  -0.261  -3.576  -0.088  -1.0949
C  -1.005  0.664  -0.436  0.2962
C  -3.591  -2.442  3.426  -1.9195
C  -2.336  1.862  -2.108  0.2204
C  -0.046  5.740  -2.545  -1.3807
C  -1.211  -4.020  0.994  1.2900
C  3.859  -1.968  -3.391  -2.0167
C  -4.228  2.242  -3.540  -0.9459
C  -2.807  -3.323  2.703  -0.3699
C  3.994  2.067  -2.520  -1.7609
C  2.360  2.769  0.785  1.6723
C  -4.605  -0.123  0.885  -1.1700
C  3.331  -3.724  3.815  -0.8124
C  -1.884  -0.741  3.117  0.5188
C  -4.782  -1.379  0.289  -0.7944
C  1.780  -2.269  -2.100  -1.3779
C  -2.101  1.001  4.998  -2.3075
C  1.083  3.576  0.629  -1.0216
C  0.685  -2.838  3.890  -0.0588
C  -1.304  -1.517  2.052  -1.9168
C  -0.359  4.462  -2.056  0.4781
C  1.514  -2.418  2.820  1.6595
C  1.159  -1.523  1.702  -1.1926
C  3.150  -0.091  -1.780  -0.4111
C  -2.698  -1.175  -0.880  0.1441
C  0.133  0.181  4.404  -0.9740
C  2.473  -4.157  4.837  -0.8461
C  -2.377  -4.716  0.272  -1.3405
C  2.250  1.882  2.015  -0.9470
C  -1.093  1.645  2.841  -1.3934
C  3.174  -1.630  -2.054  2.2505
C  0.009  1.870  -2.570  1.1336
C  0.774  -0.044  -4.152  -1.1985
C  2.631  1.964  -0.522  0.2957
C  0.169  3.320  -2.665  1.0712
C  -3.397  0.534  0.679  0.4889
C  -3.135  -1.145  3.610  -0.2170
C  -0.523  -5.090  1.853  -1.7713
C  2.869  -2.838  2.847  -1.5300
C  0.690  1.343  -3.676  0.0352
C  -2.397  -0.040  -0.124  1.2859
C  -1.742  -2.868  1.905  1.7533
C  2.366  0.588  -0.796  -1.0501
C  4.032  -2.309  -0.984  -1.6185
C  3.485  3.784  1.060  -1.9053
C  -4.759  3.128  -2.593  -0.8196
C  1.152  -3.696  4.880  -1.0114
C  4.038  0.676  -2.538  -0.0792
C  0.862  5.927  -3.591  -1.0186
C  -4.040  3.429  -1.433  -0.9216
C  -1.033  1.062  -1.807  0.1088
C  -3.917  -1.825  -0.724  -0.7243
C  1.071  3.561  -3.742  0.0159
C  -2.828  2.780  -1.191  0.4228
C  0.073  -0.231  0.210  0.8861
H  4.938  -1.768  -3.354  0.5672
H  2.043  2.492  2.906  0.5377
H  1.112  6.929  -3.934  0.4147
H  0.558  1.080  4.875  0.6271
H  -3.057  -5.234  0.957  0.3972
H  -4.421  4.142  -0.694  0.4900
H  -4.761  1.994  -4.458  0.4539
H  0.220  2.912  0.503  -0.5587
H  4.366  -4.063  3.775  0.4630
H  4.463  3.289  1.095  0.3987
H  -2.970  -3.996  -0.299  -0.0151
H  -0.669  -2.728  -0.649  -0.2882
H  3.539  -2.437  2.089  0.3838
H  -5.736  3.582  -2.764  0.4166
H  4.058  -3.395  -1.153  0.5427
H  3.740  -3.042  -3.590  0.4250
H  0.923  -0.106  -5.239  0.7158
H  -0.347  -2.489  3.942  0.8297
H  2.424  3.086  -5.943  0.4056
H  1.967  1.370  -6.075  0.3542
H  -2.062  2.062  2.547  0.2930
H  3.315  1.858  -5.011  0.2397
H  -4.201  -2.682  -1.324  0.7220
H  0.903  4.219  1.506  0.7891
H  0.058  -0.606  5.163  0.4104
H  2.208  4.889  -4.979  0.3143
H  -2.247  0.209  5.742  0.4296
H  1.142  4.223  -0.253  0.4688
H  -0.475  2.457  3.252  0.7911
H  -1.124  0.148  -2.402  -0.4879
H  -5.399  0.276  1.512  0.5249
H  -1.586  1.832  5.497  0.3944
H  -1.980  -1.518  -1.629  -0.0378
H  1.794  -3.227  -1.569  0.8069
H  -3.073  1.377  4.659  0.5116
H  -0.599  1.257  1.953  -0.0651
H  3.426  -1.431  -4.243  0.1723
H  0.720  -3.319  0.319  -0.0338
H  -0.103  -4.401  -0.799  1.0404
H  1.423  1.184  1.900  -0.5126
H  0.828  -0.148  3.628  -0.2974
H  3.313  4.269  2.031  0.4749
H  -0.224  -5.932  1.213  0.4611
H  1.625  -0.549  -3.675  -0.3767
H  -3.073  -4.381  2.707  0.5095
H  1.017  -1.626  -1.653  -0.0753
H  -2.273  2.991  -0.266  0.2452
H  1.455  -2.496  -3.126  0.4397
H  -3.778  -0.459  4.165  0.3992
H  3.521  4.583  0.313  0.3297
H  -0.884  1.561  0.184  -0.8833
H  4.766  0.203  -3.198  0.3202
H  -0.136  -0.597  -3.907  0.2413
H  -1.025  4.361  -1.199  0.6969
H  -1.188  -5.468  2.639  0.3436
H  3.164  1.301  2.185  0.5264
H  0.478  -3.997  5.685  0.4908
H  0.375  -4.688  2.331  0.3371
H  5.058  -1.919  -1.009  0.4274
H  -4.503  -2.785  3.912  0.4177
H  -1.983  -5.466  -0.428  0.5020
H  -0.534  6.615  -2.101  0.4513
H  4.577  2.641  -3.246  0.5321
H  -3.257  1.503  1.159  0.5124
H  3.622  -2.113  0.008  0.0713
H  3.260  3.791  -1.506  0.2755
H  -2.530  0.948  -4.023  0.4549
H  2.837  -4.834  5.613  0.4164

---

No. 2
Computed, not measured: one molecule with the formula C8H14N2S2 at a distorted geometry, with ωB97M-V/def2-TZVPD.

Computed properties:
SMILES string: S=C(S)N[C@@H]1CN2CCC1CC2
Energy above the lowest of the compared OMol25 structures with the same formula, charge and spin: 0.000 eV
LUMO level: 0.47 eV

Each line ends with the Mulliken charge.
CARTESIAN COORDINATES (ANGSTROEM)
S  -3.535  1.535  -0.020  -0.1429
S  -4.384  -1.245  0.094  -0.3573
N  1.629  -0.794  -0.665  -0.1352
N  -1.898  -0.577  -0.483  -0.1235
C  -0.679  0.199  -0.663  -0.4117
C  1.219  1.463  0.334  -0.9502
C  2.199  0.539  -0.448  -0.6823
C  1.354  -1.431  0.630  -0.7193
C  -0.043  0.650  0.680  0.3870
C  0.365  -0.590  1.487  -0.9158
C  -3.145  -0.174  -0.153  0.3051
C  0.374  -0.658  -1.416  -1.5181
H  3.143  0.409  0.116  0.2957
H  1.664  1.847  1.232  0.4855
H  0.603  -0.213  -2.384  0.2308
H  -0.906  1.086  -1.257  0.6121
H  -2.316  2.081  -0.263  0.1221
H  -1.831  -1.585  -0.533  0.2466
H  -0.003  -1.659  -1.605  0.4795
H  -0.757  1.262  1.243  0.6016
H  2.427  0.933  -1.433  0.3211
H  0.968  -2.404  0.427  0.3138
H  2.321  -1.569  1.132  0.3377
H  0.833  -0.291  2.423  0.4333
H  -0.519  -1.151  1.805  0.4157
H  0.919  2.337  -0.280  0.3688

---

No. 3
Computed, not measured: C8H12ClIrN as an isolated structure at a distorted geometry, with ωB97M-V/def2-TZVPD.

Computed properties:
Energy above the lowest of the compared OMol25 structures with the same formula, charge and spin: 1.382 eV
2S+1: 5
LUMO level (alpha / beta): 3.28 / 3.14 eV
Total charge: -1

Each line ends with the Mulliken charge.
CARTESIAN COORDINATES (ANGSTROEM)
Ir  -0.682  0.330  0.288  0.4684
Cl  -1.551  -1.507  2.687  -0.2614
N  2.252  1.150  1.305  -0.7041
C  2.097  -0.601  -0.334  -0.5144
C  1.098  -0.998  -1.184  -0.7124
C  0.331  0.191  -1.596  -0.6980
C  -2.579  0.524  0.159  -0.5289
C  1.967  0.877  -0.021  0.2549
C  0.722  1.301  -0.759  -0.8153
C  -0.202  -0.925  1.680  -0.9237
C  -2.235  -0.626  -0.685  -0.8991
H  -3.204  0.341  1.034  0.2458
H  0.621  -0.570  2.347  0.3374
H  -0.313  0.268  -2.455  0.7288
H  -2.782  1.429  -0.397  0.2982
H  -2.223  -0.449  -1.758  0.2880
H  -2.293  -1.655  -0.313  0.3251
H  2.775  1.556  -0.252  0.3819
H  2.887  -1.177  0.168  0.3116
H  1.867  2.056  1.572  0.2950
H  0.478  2.315  -1.003  0.4868
H  0.054  -1.825  1.093  0.2834
H  0.915  -2.004  -1.577  0.3521

---

No. 4
Computed, not measured: CH9N4 as an isolated structure at a distorted geometry, with ωB97M-V/def2-TZVPD.

Computed properties:
Energy above the lowest of the compared OMol25 structures with the same formula, charge and spin: 5.754 eV
LUMO level: -3.66 eV
Total charge: +1

Each line ends with the Mulliken charge.
CARTESIAN COORDINATES (ANGSTROEM)
N  0.632  0.319  -1.151  -0.6734
N  -0.997  1.264  0.396  -0.4572
N  0.051  -1.021  0.831  0.0125
N  -1.085  -0.553  0.620  -0.3519
C  0.876  -0.924  -0.379  -0.3866
H  0.713  -1.643  -1.095  0.3261
H  -0.675  1.620  1.288  0.3395
H  -1.860  1.557  -0.119  0.3469
H  0.548  -1.213  1.813  0.3173
H  -0.246  1.037  -0.172  0.3125
H  2.007  -1.041  -0.205  0.3646
H  0.333  0.377  -2.204  0.2859
H  1.405  0.912  -1.004  0.2902
H  -1.701  -0.690  1.380  0.2737

---

No. 5
Computed, not measured: one molecule with the formula C4H9PS at a distorted geometry, with ωB97M-V/def2-TZVPD.

Computed properties:
SMILES string: CC(C)C(P)=S
Energy above the lowest of the compared OMol25 structures with the same formula, charge and spin: 2.336 eV
LUMO level: -0.40 eV

Each line ends with the Mulliken charge.
CARTESIAN COORDINATES (ANGSTROEM)
S  -2.487  -0.917  -0.429  -0.1667
P  -1.192  1.795  -0.187  -0.0411
C  0.920  -0.033  1.346  -1.1249
C  0.913  -0.528  -1.334  -1.1437
C  0.241  -0.693  0.071  0.3326
C  -1.026  -0.102  -0.232  -0.3082
H  -1.835  1.666  1.178  0.0823
H  -2.415  1.721  -0.839  0.0542
H  2.043  -0.186  1.204  0.2740
H  1.964  -1.010  -1.351  0.3124
H  0.353  -1.119  -2.065  0.3455
H  0.947  0.623  -1.435  0.3271
H  0.342  -1.741  0.345  0.3970
H  0.598  -0.527  2.198  0.3618
H  0.634  1.050  1.529  0.2978